This record from the Open Molecules 2025 dataset describes C2H2FNO2 in the gas phase at a distorted geometry. The level of theory is the ωB97M-V functional and the def2-TZVPD basis.

Geometry as XYZ:
```
8
Properties=species:S:1:pos:R:3:forces:R:3
O -0.730214 -1.564249 1.109262 -1.4 -0.7 1.4
C -0.056502 -1.164509 0.260403 -0.9 3.9 -0.5
C -0.328279 0.544176 -0.308999 -3.1 -3.6 -1.2
F -1.467966 1.001150 0.355093 0.5 -0.8 -0.9
N 0.661110 1.279620 0.265673 1.9 1.7 1.3
O 1.811345 1.208040 -0.071080 0.1 -0.5 -0.8
H 0.730876 -1.697812 -0.167299 1.8 -0.7 -1.3
H -0.620370 0.393585 -1.443054 1.2 0.8 2.0
```
Positions in Å, forces in eV/Å.

Computed properties:
E_tot ... -10404.4082 eV
ΔE to the lowest compared entry with this formula, charge and spin ... 110.1 kcal per mole
SMILES ... O=C[C@@H](F)N=O
Highest occupied orbital energy (alpha / beta) ... -9.586 / -9.586 eV
Molar mass ... 91.04 g mol⁻¹
Frontier orbital gap (alpha / beta) ... 8.763 / 8.762 eV
Largest force on an atom ... 4.94 eV/Å



This record from the Open Molecules 2025 dataset describes C2H2FNO2 in the gas phase at a distorted geometry. The level of theory is the ωB97M-V functional and the def2-TZVPD basis.

Geometry as XYZ:
```
8
Properties=species:S:1:pos:R:3:forces:R:3
O 0.384266 -1.267715 1.864167 -0.6 0.7 -1.9
C -0.003225 -0.501015 0.997439 0.5 2.0 2.9
C -0.549503 -0.808869 -0.344720 -0.3 0.8 -1.4
F -0.910609 -2.105291 -0.413443 0.0 0.1 -0.3
N -2.143403 0.006850 -0.148978 0.6 -1.7 -0.8
O -2.146427 1.125925 0.123213 0.6 0.6 0.0
H -0.183231 0.658158 1.329685 0.7 -2.2 -1.0
H 0.016380 -0.489441 -1.358791 -1.4 -0.3 2.6
```
Positions in Å, forces in eV/Å.

Computed properties:
E_tot ... -10404.5645 eV
ΔE to the lowest compared entry with this formula, charge and spin ... 106.5 kcal per mole
SMILES ... O=C[C@@H](F)N=O
Highest occupied orbital energy (alpha / beta) ... -9.444 / -9.444 eV
Molar mass ... 91.04 g mol⁻¹
Frontier orbital gap (alpha / beta) ... 8.572 / 8.572 eV
Largest force on an atom ... 3.55 eV/Å



This record from the Open Molecules 2025 dataset describes a molecular structure, C2H2FOTl at a distorted geometry. The level of theory is the ωB97M-V functional and the def2-TZVPD basis.

Geometry as XYZ:
```
7
Properties=species:S:1:pos:R:3:forces:R:3
F 1.521041 -3.489130 0.522537 -1.2 -2.6 -0.5
O 1.001505 0.313747 -0.069792 -0.4 0.7 -0.5
C 0.003018 0.787069 -0.667492 -0.4 -0.5 0.4
C -1.233238 1.190507 -0.289335 0.1 0.3 -0.2
Tl 2.164260 -1.601657 0.759390 1.6 2.3 0.8
H -1.975648 1.487178 -1.031313 0.3 0.0 0.2
H -1.480938 1.312286 0.776005 0.0 -0.2 -0.3
```
Positions in Å, forces in eV/Å.

Computed properties:
2S+1 ... 2
E_tot ... -11564.1629 eV
ΔE to the lowest compared entry with this formula, charge and spin ... 0.0 kcal per mole
Highest occupied orbital energy (alpha / beta) ... -2.477 / -3.530 eV
Net charge ... -1
Molar mass ... 265.42 g mol⁻¹
Frontier orbital gap (alpha / beta) ... 6.068 / 7.097 eV
Largest force on an atom ... 2.92 eV/Å



This record from the Open Molecules 2025 dataset describes C2H2IN3 in the gas phase at a distorted geometry. The level of theory is the ωB97M-V functional and the def2-TZVPD basis.

Geometry as XYZ:
```
8
Properties=species:S:1:pos:R:3:forces:R:3
C 0.261804 0.500793 -0.032452 -1.7 2.0 0.5
C -0.518647 -0.554316 0.139698 -4.0 -0.1 -0.4
N 1.598344 0.383486 -0.150385 3.2 0.9 0.1
N 1.343671 -1.815143 0.316726 2.2 -0.6 0.0
N 1.855193 -0.818192 0.080278 -1.5 -1.2 0.0
I -2.630379 -0.076991 -0.037172 0.5 -0.1 0.3
H -0.085133 1.589664 0.052927 0.3 -1.9 -0.5
H -0.586144 -1.656585 0.074363 1.0 1.0 0.1
```
Positions in Å, forces in eV/Å.

Computed properties:
E_tot ... -14672.9430 eV
ΔE to the lowest compared entry with this formula, charge and spin ... 87.3 kcal per mole
Highest occupied orbital energy ... -8.995 eV
Molar mass ... 194.96 g mol⁻¹
Frontier orbital gap ... 7.899 eV
Largest force on an atom ... 4.06 eV/Å



This record from the Open Molecules 2025 dataset describes C2H2IN3 in the gas phase at a distorted geometry. The level of theory is the ωB97M-V functional and the def2-TZVPD basis.

Geometry as XYZ:
```
8
Properties=species:S:1:pos:R:3:forces:R:3
C -0.199648 -0.150341 -1.428300 -0.1 -0.2 2.0
C -0.421245 -0.230705 0.767025 -0.4 -0.4 0.1
N -0.968842 -0.610378 -0.405773 0.3 0.5 1.2
N 0.888659 0.453355 -1.428585 0.8 0.5 2.3
N 0.720351 0.412067 0.834818 -1.5 -0.8 -2.9
I 1.803835 0.951660 2.379976 0.3 0.1 0.5
H -0.699011 -0.291235 -2.318320 -0.6 -0.3 -2.7
H -1.124100 -0.534423 1.599160 1.4 0.5 -0.4
```
Positions in Å, forces in eV/Å.

Computed properties:
E_tot ... -14672.8257 eV
ΔE to the lowest compared entry with this formula, charge and spin ... 90.0 kcal per mole
Highest occupied orbital energy (alpha / beta) ... -9.104 / -9.104 eV
Molar mass ... 194.96 g mol⁻¹
Frontier orbital gap (alpha / beta) ... 7.037 / 7.038 eV
Largest force on an atom ... 3.40 eV/Å



This record from the Open Molecules 2025 dataset describes a molecular structure, C2H2IN3O at a distorted geometry. The level of theory is the ωB97M-V functional and the def2-TZVPD basis.

Geometry as XYZ:
```
9
Properties=species:S:1:pos:R:3:forces:R:3
C -0.337062 -1.233204 -0.922399 1.8 2.0 2.8
C 0.398810 -0.115550 0.611912 1.9 3.2 3.7
N -0.728050 -0.463415 0.074850 -2.4 -1.4 -1.7
N 1.486422 -0.531744 0.030492 0.3 0.4 1.2
N 0.391149 1.041932 2.298199 0.2 -3.7 -3.0
O 0.990135 -1.319178 -0.965720 -0.1 -0.2 -0.7
I 2.220642 0.606340 3.161964 -0.2 0.2 0.0
H -0.797742 -1.762189 -1.658147 -1.8 -1.2 -1.7
H 0.544310 1.934057 1.869425 0.2 0.8 -0.7
```
Positions in Å, forces in eV/Å.

Computed properties:
E_tot ... -16719.9396 eV
ΔE to the lowest compared entry with this formula, charge and spin ... 64.9 kcal per mole
Highest occupied orbital energy ... -9.289 eV
Molar mass ... 210.96 g mol⁻¹
Frontier orbital gap ... 8.724 eV
Largest force on an atom ... 5.21 eV/Å



This record from the Open Molecules 2025 dataset describes C2H2IN3O in the gas phase at a distorted geometry. The level of theory is the ωB97M-V functional and the def2-TZVPD basis.

Geometry as XYZ:
```
9
Properties=species:S:1:pos:R:3:forces:R:3
I -0.614238 3.139417 0.783149 0.1 -0.2 -0.3
N 0.215511 1.644792 -0.274505 -0.5 -1.9 1.1
C -0.031513 0.301091 -0.018403 -0.3 0.1 1.1
N 0.241230 -0.722419 -0.897904 0.6 0.3 0.4
C 0.110061 -1.766115 -0.122531 -0.1 2.5 -1.8
O -0.300843 -1.482929 1.074757 -0.2 -1.9 0.6
N -0.429937 -0.150897 1.152806 0.1 2.4 0.3
H 0.504644 1.743718 -1.203626 0.2 0.9 -1.4
H 0.305085 -2.706658 -0.493743 0.1 -2.2 0.0
```
Positions in Å, forces in eV/Å.

Computed properties:
E_tot ... -16722.6123 eV
ΔE to the lowest compared entry with this formula, charge and spin ... 3.2 kcal per mole
SMILES ... INc1ncon1
Highest occupied orbital energy ... -8.963 eV
Molar mass ... 210.96 g mol⁻¹
Frontier orbital gap ... 8.590 eV
Largest force on an atom ... 3.07 eV/Å



This record from the Open Molecules 2025 dataset describes C2H2INO2 in the gas phase at a distorted geometry. The level of theory is the ωB97M-V functional and the def2-TZVPD basis.

Geometry as XYZ:
```
8
Properties=species:S:1:pos:R:3:forces:R:3
O 0.508493 -2.151101 -0.179286 -0.2 -0.1 -0.3
C -0.364846 -1.360220 -0.250141 0.3 0.1 0.7
N -0.237104 0.059719 0.201508 1.0 1.1 0.6
O -1.338093 0.675299 0.196929 -0.9 -0.1 -0.2
C 0.855497 0.660623 0.628181 0.0 -1.4 -1.0
I 2.742266 -0.181312 0.507335 0.0 0.3 0.2
H -1.413841 -1.513649 -0.523988 0.0 0.1 -0.2
H 0.797363 1.715437 0.840354 -0.2 -0.1 0.2
```
Positions in Å, forces in eV/Å.

Computed properties:
E_tot ... -15788.8063 eV
ΔE to the lowest compared entry with this formula, charge and spin ... 76.2 kcal per mole
SMILES ... O=C/[N+]([O-])=C\I
Highest occupied orbital energy (alpha / beta) ... -8.896 / -8.895 eV
Molar mass ... 198.95 g mol⁻¹
Frontier orbital gap (alpha / beta) ... 8.100 / 8.099 eV
Largest force on an atom ... 1.72 eV/Å



This record from the Open Molecules 2025 dataset describes C2H2INO3 in the gas phase at a distorted geometry. The level of theory is the ωB97M-V functional and the def2-TZVPD basis.

Geometry as XYZ:
```
9
Properties=species:S:1:pos:R:3:forces:R:3
O -1.676196 -2.300819 0.243053 0.3 0.3 -0.4
C -1.560929 -1.152321 0.021891 1.9 1.1 0.2
I -3.138366 0.240950 0.496570 0.2 0.0 -0.2
C -0.165704 -0.426427 -0.603560 -1.0 0.9 2.9
N 0.948407 -1.432102 -0.346145 -2.3 1.4 -1.3
O 1.230459 -2.050003 -1.331799 1.3 -1.3 -0.2
O 1.353434 -1.486936 0.783694 0.5 -0.4 0.0
H 0.291698 0.489653 0.015362 -2.0 -1.7 -1.5
H -0.491412 -0.228870 -1.644291 1.1 -0.2 0.5
```
Positions in Å, forces in eV/Å.

Computed properties:
E_tot ... -17835.6343 eV
ΔE to the lowest compared entry with this formula, charge and spin ... 97.9 kcal per mole
SMILES ... O=C(I)C[N+](=O)[O-]
Highest occupied orbital energy ... -10.438 eV
Molar mass ... 214.95 g mol⁻¹
Frontier orbital gap ... 9.892 eV
Largest force on an atom ... 3.19 eV/Å



This record from the Open Molecules 2025 dataset describes C2H2INOS in the gas phase at a distorted geometry. The level of theory is the ωB97M-V functional and the def2-TZVPD basis.

Geometry as XYZ:
```
8
Properties=species:S:1:pos:R:3:forces:R:3
C 1.448476 -0.692838 -0.059720 -0.1 0.5 -1.3
C 0.764122 0.385156 -0.239721 -0.7 -0.9 0.6
N 0.162914 1.412296 -0.436220 1.8 1.8 0.4
O -1.158714 1.576322 -0.386044 -2.5 0.1 -1.0
S -2.197370 0.962716 0.744558 0.6 -0.5 0.3
I -2.453551 -1.422601 0.457212 0.0 0.4 -0.1
H 1.735866 -1.172398 -0.961219 0.2 -0.9 -0.5
H 1.698256 -1.048656 0.881155 0.7 -0.5 1.5
```
Positions in Å, forces in eV/Å.

Computed properties:
E_tot ... -24575.6985 eV
ΔE to the lowest compared entry with this formula, charge and spin ... 54.3 kcal per mole
SMILES ... C=C=NOSI
Highest occupied orbital energy ... -8.936 eV
Molar mass ... 215.01 g mol⁻¹
Frontier orbital gap ... 8.094 eV
Largest force on an atom ... 2.69 eV/Å



This record from the Open Molecules 2025 dataset describes a molecular structure, C2H2InO2P at a distorted geometry. The level of theory is the ωB97M-V functional and the def2-TZVPD basis.

Geometry as XYZ:
```
8
Properties=species:S:1:pos:R:3:forces:R:3
H 1.482456 -3.739470 -0.120679 0.5 -0.3 -0.3
P 0.731426 1.021081 0.043572 -3.0 -0.2 0.8
O -0.537505 2.164560 0.167622 0.1 -0.4 0.3
C -1.413693 1.142621 -0.010332 0.0 0.2 -0.5
H -2.247623 1.275811 -0.702951 0.1 0.0 0.0
C -0.950212 -0.052179 0.557566 4.3 4.9 -0.6
O -1.075742 -1.260534 0.444918 -0.2 -4.6 -0.8
In 0.510865 -2.432408 -0.339437 -1.7 0.4 1.1
```
Positions in Å, forces in eV/Å.

Computed properties:
E_tot ... -20638.3482 eV
ΔE to the lowest compared entry with this formula, charge and spin ... 49.9 kcal per mole
Highest occupied orbital energy (alpha / beta) ... -18.489 / -18.152 eV
Net charge ... +2
Molar mass ... 203.83 g mol⁻¹
Frontier orbital gap (alpha / beta) ... 5.908 / 5.587 eV
Largest force on an atom ... 6.54 eV/Å



This record from the Open Molecules 2025 dataset describes a molecular structure, C2H2InO6 at a distorted geometry. The level of theory is the ωB97M-V functional and the def2-TZVPD basis.

Geometry as XYZ:
```
11
Properties=species:S:1:pos:R:3:forces:R:3
In 1.746215 1.374092 0.883102 3.9 3.1 1.1
O -2.083633 0.029813 0.671306 1.7 0.5 0.4
C -1.127028 0.959352 0.774013 -6.2 4.1 -0.9
O -1.364148 2.189672 0.706133 0.3 -1.9 0.3
O 0.061597 0.624924 0.868584 -3.0 -3.4 3.3
H -2.882177 0.538962 0.514155 -0.6 0.2 0.0
O 1.393459 -1.855799 -1.641959 0.3 1.2 1.0
C 0.862903 -1.141084 -0.667434 -3.6 -2.1 1.0
O -0.145716 -1.482048 -0.076989 0.1 0.0 0.1
O 1.425674 -0.017453 -0.408452 5.1 -1.2 -4.2
H 2.112855 -1.220431 -1.622460 2.1 -0.6 -2.2
```
Positions in Å, forces in eV/Å.

Computed properties:
E_tot ... -19551.5370 eV
ΔE to the lowest compared entry with this formula, charge and spin ... 10.8 kcal per mole
Highest occupied orbital energy ... -14.870 eV
Net charge ... +1
Molar mass ... 236.85 g mol⁻¹
Frontier orbital gap ... 4.970 eV
Largest force on an atom ... 7.46 eV/Å